ORCA calculation (the ωB97M-V functional and the def2-TZVPD basis) on a structure of composition C74H176N10O21 at a distorted geometry.

Each line ends with the Mulliken charge.
Atoms and positions in Å:
C  0.31  4.70  -3.24  -0.40
C  1.66  4.05  -3.34  0.57
O  1.80  2.87  -2.97  -0.71
N  2.74  4.82  -3.63  -0.16
H  2.39  5.63  -4.16  0.34
H  2.23  6.10  -1.86  0.29
C  3.97  4.27  -4.22  -1.04
H  -0.31  4.05  -2.59  -0.17
H  -0.18  4.86  -4.21  0.34
H  0.44  5.67  -2.74  0.21
H  4.02  4.52  -5.26  0.33
H  3.98  3.21  -3.97  0.30
H  4.83  4.67  -3.73  0.33
C  -5.73  -0.43  -3.79  -0.96
C  -6.79  -0.52  -2.67  -0.62
C  -6.20  0.18  -1.39  -0.15
C  -7.05  0.12  -0.12  -1.09
N  -6.40  0.79  1.04  0.89
C  -7.21  0.69  2.39  0.35
C  -7.52  2.12  2.77  -0.94
C  -6.41  2.95  2.14  -0.36
C  -6.18  2.23  0.80  -0.41
C  -5.04  0.32  1.34  -0.50
H  -5.61  0.52  -4.37  0.31
H  -6.00  -1.19  -4.52  0.47
H  -4.73  -0.74  -3.38  0.08
H  -6.87  -1.56  -2.35  0.29
H  -7.70  -0.07  -3.03  0.38
H  -5.96  1.23  -1.53  0.37
H  -5.27  -0.30  -1.17  0.34
H  -7.23  -0.93  0.19  0.42
H  -8.05  0.53  -0.20  0.47
H  -6.53  0.30  3.16  -0.61
H  -8.06  0.02  2.23  0.49
H  -7.49  2.18  3.84  0.54
H  -8.52  2.43  2.41  0.29
H  -5.53  2.96  2.78  -0.15
H  -6.72  3.99  1.98  0.58
H  -5.23  2.49  0.39  -0.23
H  -7.01  2.51  0.15  0.72
H  -4.73  0.90  2.19  0.39
H  -4.35  0.42  0.44  -0.10
H  -5.08  -0.73  1.69  0.06
C  2.29  1.74  -12.08  -1.35
C  2.78  2.12  -10.69  -0.38
C  1.99  1.39  -9.57  -0.47
C  2.54  1.56  -8.15  -0.65
N  1.88  0.77  -7.07  0.25
C  0.37  0.99  -7.00  -0.98
C  -0.11  0.42  -5.71  -0.11
C  1.15  0.57  -4.78  0.79
C  2.25  1.13  -5.64  -0.65
C  2.17  -0.72  -7.26  -0.94
H  1.24  2.02  -12.33  0.33
H  2.34  0.66  -12.26  0.36
H  2.86  2.25  -12.84  0.40
H  2.57  3.18  -10.57  0.30
H  3.84  1.94  -10.51  0.38
H  1.99  0.33  -9.86  0.36
H  0.93  1.65  -9.61  0.33
H  2.52  2.62  -7.83  0.20
H  3.61  1.26  -8.20  0.28
H  -0.09  0.63  -7.93  0.58
H  0.26  2.09  -7.01  0.36
H  -0.50  -0.61  -5.80  0.21
H  -0.97  0.99  -5.35  0.22
H  1.38  -0.35  -4.26  0.36
H  0.94  1.35  -4.03  -0.85
H  3.29  0.80  -5.52  0.32
H  2.23  2.20  -5.76  0.38
H  1.88  -1.16  -6.29  0.41
H  3.26  -0.90  -7.39  0.29
H  1.57  -1.02  -8.11  0.40
C  1.52  -1.46  0.29  -1.67
C  1.26  -0.05  -0.23  0.47
C  0.65  0.82  0.91  -0.96
C  0.67  2.31  0.67  0.51
N  -0.06  3.18  1.68  1.51
C  0.71  3.18  3.00  -0.56
C  -0.33  2.87  4.09  -0.17
C  -1.45  2.15  3.36  0.01
C  -1.46  2.77  1.96  -0.36
C  -0.06  4.53  1.06  -1.32
H  1.96  -2.15  -0.47  0.39
H  0.63  -1.92  0.66  0.40
H  2.13  -1.47  1.20  0.32
H  0.55  -0.11  -1.09  -0.28
H  2.18  0.40  -0.61  0.40
H  1.17  0.55  1.84  0.52
H  -0.39  0.50  1.06  0.14
H  0.23  2.49  -0.33  -0.66
H  1.65  2.74  0.73  0.51
H  1.19  4.16  3.10  0.32
H  1.42  2.39  3.03  -0.13
H  -0.70  3.81  4.60  -0.06
H  0.02  2.16  4.84  0.35
H  -2.42  2.25  3.88  0.26
H  -1.27  1.10  3.30  -0.07
H  -1.95  3.73  2.00  0.39
H  -1.84  2.16  1.18  -0.29
H  -0.54  4.42  0.11  0.23
H  0.99  4.77  0.82  0.07
H  -0.55  5.16  1.78  0.69
C  -9.89  -2.65  6.32  -0.79
O  -8.49  -3.03  6.55  -0.28
C  -8.01  -2.48  7.69  -0.43
C  -6.65  -3.17  7.90  -0.76
N  -5.66  -2.57  6.88  -0.06
H  -5.70  -1.47  6.66  0.42
H  -4.73  -2.44  7.27  0.45
C  -5.50  -3.30  5.53  -0.86
C  -4.46  -2.49  4.72  0.66
O  -3.19  -2.51  5.38  -0.46
C  -2.19  -1.81  4.68  -0.41
H  -9.99  -1.58  6.48  0.36
H  -10.59  -3.17  6.99  0.29
H  -10.08  -2.83  5.26  0.24
H  -8.71  -2.64  8.51  0.47
H  -8.03  -1.38  7.65  0.36
H  -6.68  -4.25  7.74  0.34
H  -6.16  -2.92  8.81  0.41
H  -6.42  -3.30  5.00  0.36
H  -5.16  -4.33  5.73  0.40
H  -4.80  -1.47  4.66  -0.64
H  -4.44  -2.93  3.72  0.47
H  -2.46  -0.75  4.51  0.03
H  -2.16  -2.29  3.63  0.22
H  -1.27  -2.03  5.26  0.34
C  5.41  -1.76  1.70  -0.69
O  6.31  -2.87  1.85  -0.40
C  5.72  -4.21  1.86  -0.47
C  6.46  -5.09  2.83  -0.75
N  7.93  -5.21  2.36  -0.15
H  7.82  -5.36  1.37  0.36
H  8.40  -4.32  2.45  0.43
C  8.87  -6.27  2.98  -0.62
C  8.79  -7.64  2.32  -0.64
O  7.46  -8.11  2.56  -0.23
C  7.50  -9.51  2.81  -0.81
H  6.08  -0.91  1.67  0.26
H  4.66  -1.74  2.50  0.35
H  4.90  -1.78  0.75  0.35
H  5.83  -4.71  0.87  0.32
H  4.66  -4.28  2.09  0.39
H  6.13  -6.11  2.76  0.45
H  6.41  -4.73  3.86  0.35
H  8.51  -6.45  3.98  0.30
H  9.84  -5.78  2.97  0.44
H  9.57  -8.31  2.63  0.55
H  8.99  -7.62  1.24  0.33
H  6.49  -9.90  2.57  0.17
H  7.76  -9.72  3.86  0.34
H  8.19  -10.03  2.11  0.38
C  -1.87  -3.95  -2.24  -0.58
O  -2.17  -4.78  -3.40  -0.31
C  -3.51  -4.61  -3.76  -0.42
C  -4.04  -5.85  -4.33  -0.94
N  -3.23  -6.32  -5.48  -0.14
H  -2.86  -5.54  -5.99  0.40
H  -2.37  -6.80  -5.19  0.37
C  -3.95  -7.33  -6.36  -0.49
C  -2.91  -8.06  -7.17  -0.78
O  -2.07  -7.17  -7.88  -0.35
C  -2.55  -7.00  -9.26  -0.69
H  -1.76  -2.88  -2.45  0.33
H  -0.91  -4.32  -1.96  0.04
H  -2.64  -4.06  -1.48  0.39
H  -3.57  -3.76  -4.40  0.46
H  -4.14  -4.42  -2.88  0.42
H  -5.05  -5.73  -4.68  0.39
H  -3.94  -6.70  -3.68  0.39
H  -4.69  -6.82  -7.00  0.38
H  -4.55  -8.04  -5.74  0.41
H  -3.24  -8.95  -7.70  0.49
H  -2.22  -8.45  -6.39  0.34
H  -1.74  -7.01  -10.02  0.28
H  -3.21  -6.16  -9.49  0.27
H  -3.08  -7.95  -9.41  0.35
C  3.19  -7.59  1.82  -0.51
O  3.23  -7.56  0.40  -0.22
C  2.26  -6.66  -0.04  -0.50
C  2.34  -6.56  -1.54  -0.78
N  2.12  -7.90  -2.21  0.03
H  1.46  -8.39  -1.62  0.39
H  1.79  -7.92  -3.17  0.43
C  3.30  -8.77  -2.42  -0.73
C  2.96  -9.99  -3.30  -0.48
O  4.14  -10.62  -3.63  -0.31
C  3.88  -11.70  -4.55  -0.75
H  2.20  -7.85  2.17  0.37
H  3.50  -6.64  2.18  0.09
H  3.88  -8.36  2.07  0.20
H  2.51  -5.67  0.32  0.41
H  1.24  -7.03  0.39  0.34
H  3.38  -6.27  -1.75  0.25
H  1.64  -5.83  -1.96  0.44
H  3.60  -9.18  -1.47  0.32
H  4.08  -8.16  -2.86  0.31
H  2.52  -9.54  -4.21  0.35
H  2.25  -10.68  -2.83  0.41
H  3.57  -11.37  -5.56  0.30
H  3.08  -12.38  -4.19  0.33
H  4.75  -12.33  -4.57  0.29
C  7.69  5.53  6.14  -0.79
O  7.33  4.20  5.76  -0.36
C  6.35  3.60  6.51  -0.49
C  6.08  2.50  5.51  -1.05
N  5.38  3.06  4.31  0.14
H  3.40  3.47  4.77  0.36
H  5.60  4.03  4.23  0.25
C  5.95  2.42  3.14  -1.27
C  5.26  2.78  1.83  -0.15
O  5.03  4.18  1.81  -0.43
C  3.75  4.46  1.36  -0.15
H  8.54  5.76  5.51  0.27
H  8.07  5.43  7.16  0.33
H  6.91  6.27  6.04  0.30
H  5.47  4.26  6.60  0.20
H  6.63  3.32  7.51  0.54
H  5.54  1.62  5.81  0.49
H  7.09  2.23  5.30  0.45
H  5.82  1.35  3.19  0.55
H  7.00  2.66  3.03  0.37
H  4.33  2.23  1.86  -0.15
H  5.80  2.38  0.97  0.52
H  3.64  4.34  0.27  0.25
H  3.47  5.48  1.60  0.32
H  2.98  3.86  1.79  -0.19
C  -2.77  6.82  4.29  -0.88
O  -1.66  6.91  3.32  -0.24
C  -0.86  8.06  3.52  -0.73
C  -1.32  9.18  2.61  -0.51
N  -0.91  9.06  1.17  0.43
H  -0.09  9.59  0.95  0.54
H  -0.65  8.05  0.99  -0.32
C  -1.97  9.43  0.20  -0.35
C  -1.53  9.07  -1.16  -0.93
O  -1.48  7.73  -1.39  0.04
C  -2.80  7.26  -1.64  -0.67
H  -3.57  6.24  3.81  0.21
H  -3.19  7.81  4.29  0.47
H  -2.50  6.34  5.26  0.28
H  0.20  7.81  3.44  0.37
H  -1.00  8.34  4.60  0.57
H  -0.95  10.15  2.98  0.30
H  -2.40  9.14  2.60  0.34
H  -2.17  10.51  0.34  0.39
H  -2.82  8.81  0.48  0.30
H  -0.53  9.45  -1.38  0.30
H  -2.13  9.56  -1.92  0.47
H  -2.89  6.18  -1.71  0.03
H  -3.02  7.63  -2.66  0.35
H  -3.47  7.67  -0.89  0.36
C  1.31  3.61  7.23  -1.06
C  2.45  4.07  6.31  0.76
O  3.16  5.04  6.55  -0.56
O  2.51  3.33  5.15  -0.35
H  0.37  3.95  6.79  0.13
H  1.45  3.96  8.26  0.39
H  1.23  2.53  7.37  0.33
C  3.39  8.15  -1.14  -1.40
C  2.07  7.69  -0.51  0.69
O  1.46  6.62  -1.07  -0.10
O  1.60  8.26  0.45  -0.58
H  3.77  9.05  -0.66  0.38
H  3.28  8.35  -2.22  0.37
H  4.07  7.30  -1.08  0.34
C  -2.07  1.52  -2.92  -0.34
C  -2.43  1.98  -1.51  -0.38
O  -3.22  1.26  -0.85  -0.87
O  -1.79  2.95  -1.02  -0.64
H  -1.48  0.59  -2.84  0.00
H  -1.52  2.33  -3.44  0.15
H  -2.97  1.23  -3.49  0.49
C  -4.57  2.24  6.34  -1.38
C  -4.69  0.95  5.62  0.41
O  -4.38  0.94  4.40  -0.07
O  -5.04  -0.08  6.32  -0.82
H  -5.20  2.26  7.25  0.41
H  -4.77  3.13  5.79  0.30
H  -3.53  2.30  6.70  0.25

E = -5050.36443 a.u.
Highest occupied orbital energy = -16.662 eV
Total charge = +6
HOMO-LUMO gap = 6.309 eV
Strongest force on any atom = 5.13 eV/Å